Formula: C5H8O2
Source: the Open Molecules 2025 dataset
Level of theory: wB97M-V/def2-TZVPD

The geometry in ORCA input format:
```
! wB97M-V def2-TZVPD RIJCOSX def2/J DEFGRID3
* xyz 0 1
C 1.78 0.52 -1.17
C 0.91 -0.47 -1.00
O 0.92 -1.27 0.10
C -0.34 -1.30 0.76
C -0.93 -0.07 1.39
C -1.45 -0.48 0.27
O -2.33 -0.35 -0.72
H 2.53 0.70 -0.41
H 1.74 1.16 -2.03
H 0.14 -0.70 -1.74
H -0.47 -2.27 1.22
H -0.92 0.59 2.24
H -2.85 0.45 -0.56
H 0.88 1.80 0.45
H 0.46 1.80 1.06
*
```

The value obtained for the energy relative to the best compared isomer or geometry (same formula, charge and spin) is 116.1 kcal/mol. The LUMO energy is 0.61 eV. The maximum force comes out at 0.43 eV Å⁻¹. Its HOMO energy is -0.33060 Ha. The HOMO-LUMO gap comes out at 9.603 eV. The total energy comes out at -345.61997 Eh.

Atomic partial charges in e from the natural (NBO) method, atoms 1 to 4:
1. C -0.4826
2. C 0.1254
3. O -0.5274
4. C 0.0522



Formula: C31H49Br3N12O14
Source: the Open Molecules 2025 dataset
Level of theory: wB97M-V/def2-TZVPD

The geometry in ORCA input format:
```
! wB97M-V def2-TZVPD RIJCOSX def2/J DEFGRID3
* xyz 0 1
C -1.67 5.05 1.65
Br -2.93 4.40 0.28
Br 0.15 4.38 1.35
Br -2.48 4.42 3.33
H -1.60 6.13 1.70
C 4.19 1.06 2.24
C 5.44 0.48 2.38
C 6.36 1.21 3.09
C 6.15 2.46 3.63
C 4.93 3.08 3.45
C 3.92 2.34 2.80
O 2.58 2.81 2.83
O 7.54 0.62 3.52
H 3.41 0.53 1.72
H 5.78 -0.43 1.90
H 6.86 2.99 4.25
H 4.74 4.03 3.92
H 2.02 2.37 2.19
H 8.20 1.31 3.57
C -4.86 -4.79 -0.83
C -3.55 -4.95 -1.09
C -2.54 -4.07 -0.66
C -2.96 -3.16 0.30
C -4.31 -3.07 0.66
C -5.26 -3.85 0.05
O -6.57 -3.82 0.40
O -1.22 -4.14 -1.02
H -5.71 -5.31 -1.24
H -3.27 -5.64 -1.87
H -2.22 -2.47 0.67
H -4.51 -2.25 1.33
H -7.14 -4.56 0.15
H -0.60 -3.64 -0.48
C 3.76 1.87 -3.36
C 3.79 0.89 -4.37
C 2.66 0.33 -4.98
C 1.45 0.60 -4.38
C 1.34 1.47 -3.32
C 2.44 2.16 -2.84
O 2.30 3.20 -1.89
O 2.88 -0.48 -6.04
H 4.68 2.31 -3.01
H 4.70 0.58 -4.87
H 0.55 0.13 -4.75
H 0.36 1.56 -2.89
H 3.13 3.62 -1.69
H 2.07 -0.92 -6.33
C -0.13 -0.37 6.84
C -1.15 0.51 7.22
C -1.61 1.45 6.33
C -1.01 1.63 5.12
C -0.15 0.66 4.66
C 0.28 -0.35 5.50
O 1.07 -1.29 4.94
O -2.55 2.23 6.87
H 0.16 -1.26 7.38
H -1.66 0.41 8.18
H -1.43 2.37 4.45
H 0.15 0.63 3.62
H 1.47 -1.85 5.61
H -3.47 2.00 6.76
C 0.82 -2.70 1.76
O 0.43 -2.85 0.64
N 0.71 -3.51 2.71
N 1.46 -1.65 2.24
H 0.29 -4.38 2.45
H 0.85 -3.02 3.59
H 1.42 -1.54 3.24
H 1.57 -0.89 1.58
C 2.45 -2.49 -2.29
O 1.49 -3.05 -2.79
N 2.61 -2.16 -1.06
N 3.41 -2.03 -3.07
H 3.34 -1.51 -0.82
H 1.90 -2.55 -0.46
H 3.31 -2.36 -4.02
H 4.26 -1.57 -2.74
C -2.33 3.24 -3.85
O -2.89 3.77 -2.90
N -2.35 1.99 -4.20
N -1.57 3.95 -4.61
H -2.68 1.42 -3.44
H -1.80 1.65 -4.97
H -1.51 4.89 -4.23
H -1.27 3.76 -5.56
C -1.69 -1.69 -4.33
O -2.23 -0.88 -4.95
N -1.40 -1.56 -3.15
N -1.17 -2.73 -4.83
H -0.97 -2.33 -2.67
H -1.67 -0.69 -2.72
H -0.72 -3.42 -4.25
H -1.23 -2.82 -5.84
C -3.90 0.60 -1.13
O -2.86 0.42 -1.77
N -4.17 1.42 -0.18
N -4.92 -0.09 -1.52
H -5.10 1.60 0.16
H -3.46 2.07 0.12
H -4.86 -0.52 -2.43
H -5.72 -0.31 -0.94
C 0.03 0.88 0.21
O 0.88 0.92 1.06
N -0.57 -0.13 -0.21
N -0.49 1.87 -0.37
H -0.10 -1.01 -0.08
H -1.32 -0.05 -0.88
H -0.07 2.79 -0.34
H -1.16 1.63 -1.08
*
```

The value obtained for the energy relative to the best compared isomer or geometry (same formula, charge and spin) is 0.0 kcal/mol. The LUMO energy is -0.12 eV. The maximum force comes out at 10.25 eV Å⁻¹. Its HOMO energy is -0.28902 Ha. The HOMO-LUMO gap comes out at 7.746 eV. The total energy comes out at -10643.18457 Eh.

Atomic partial charges in e from the Mulliken method, atoms 1 to 4:
1. C -0.4353
2. Br -0.0366
3. Br -0.0159
4. Br -0.0900



Formula: C6H11NO
Source: the Open Molecules 2025 dataset
Level of theory: wB97M-V/def2-TZVPD

The geometry in ORCA input format:
```
! wB97M-V def2-TZVPD RIJCOSX def2/J DEFGRID3
* xyz 0 1
C 1.76 -0.60 1.23
C -0.30 -1.82 0.63
C -1.57 2.28 -0.70
N 0.71 -0.84 0.25
C 1.05 -0.61 -1.37
C 0.25 0.57 -0.47
C -1.07 0.87 -0.67
O 0.71 -1.44 -2.14
H 0.91 1.36 -0.16
H -1.74 0.10 -1.05
H 2.52 0.05 0.79
H 1.35 -0.13 2.13
H 2.24 -1.55 1.49
H -0.92 -1.44 1.44
H -0.93 -2.03 -0.24
H 0.19 -2.74 0.93
H -0.85 2.97 -0.27
H -1.80 2.63 -1.71
H -2.50 2.37 -0.12
*
```

The value obtained for the energy relative to the best compared isomer or geometry (same formula, charge and spin) is 111.5 kcal/mol. The LUMO energy (spin up / spin down) is 0.43 / 0.43 eV. The maximum force comes out at 1.28 eV Å⁻¹. Its HOMO energy (spin up / spin down) is -0.25795 / -0.25794 Ha. The HOMO-LUMO gap (spin up / spin down) comes out at 7.452 / 7.452 eV. The total energy comes out at -365.05382 Eh.

Atomic partial charges in e from the natural (NBO) method, atoms 1 to 4:
1. C -0.4104
2. C -0.4306
3. C -0.6185
4. N -0.3682



Formula: H2N3O
Source: the Open Molecules 2025 dataset
Level of theory: wB97M-V/def2-TZVPD

The geometry in ORCA input format:
```
! wB97M-V def2-TZVPD RIJCOSX def2/J DEFGRID3
* xyz -1 1
N 3.25 0.77 0.11
N 1.70 -0.87 -0.14
N 2.56 -0.13 -0.04
O -0.41 0.48 0.28
H 0.15 -0.41 0.12
H 0.26 1.14 -0.14
*
```

The value obtained for the energy relative to the best compared isomer or geometry (same formula, charge and spin) is 2.9 kcal/mol. The LUMO energy is 5.51 eV. The maximum force comes out at 4.06 eV Å⁻¹. Its HOMO energy is -0.11261 Ha. The HOMO-LUMO gap comes out at 8.573 eV. The total energy comes out at -240.68743 Eh.

Atomic partial charges in e from the natural (NBO) method, atoms 1 to 4:
1. N -0.5190
2. N -0.5944
3. N 0.1922
4. O -1.0278



Formula: C3H34N2O12S
Source: the Open Molecules 2025 dataset
Level of theory: wB97M-V/def2-TZVPD

The geometry in ORCA input format:
```
! wB97M-V def2-TZVPD RIJCOSX def2/J DEFGRID3
* xyz 0 1
N 0.39 0.23 -2.79
C 0.43 0.14 -1.28
C 0.85 1.50 -0.76
S -0.26 2.79 -1.24
C 1.31 -1.05 -0.84
N 0.57 -2.27 -0.59
H -0.14 -0.47 -3.24
H 1.37 0.39 -2.97
H -0.63 -0.05 -1.00
H 1.80 1.79 -1.28
H 1.07 1.54 0.38
H -0.31 2.57 -2.60
H 1.98 -1.28 -1.70
H 2.08 -0.80 -0.11
H -0.11 -2.42 -1.32
H 0.00 -2.09 0.24
H -2.52 -2.74 -0.23
H -2.35 -1.90 1.06
O -2.23 -1.86 0.11
H 2.37 -0.09 2.88
H 2.88 -0.13 1.28
O 2.73 0.34 2.11
H 1.49 4.03 2.30
H 1.44 5.04 1.19
O 0.96 4.77 1.99
H -3.37 1.52 2.99
H -4.49 0.87 2.12
O -3.98 0.77 2.94
H -2.30 -1.24 3.93
H -2.94 -0.45 2.84
O -2.19 -1.13 2.98
H -1.77 -2.83 -3.04
H -1.34 -1.83 -4.11
O -1.03 -2.61 -3.62
H 3.60 0.75 -0.94
H 4.91 0.19 -1.14
O 4.25 0.68 -1.65
H 0.40 0.75 2.61
H 0.94 2.13 3.01
O 0.16 1.58 3.05
H 0.19 -1.42 3.52
H -0.62 -1.16 2.43
O 0.32 -1.50 2.54
H -2.39 1.08 -1.10
H -3.62 2.05 -0.90
O -3.28 1.30 -1.40
H -1.65 0.27 -3.82
H -2.82 -0.29 -2.94
O -2.41 -0.31 -3.83
H 2.79 -2.63 1.00
H 3.93 -2.46 0.08
O 3.56 -2.05 0.87
*
```

The value obtained for the energy relative to the best compared isomer or geometry (same formula, charge and spin) is 57.2 kcal/mol. The LUMO energy is -0.16 eV. The maximum force comes out at 3.09 eV Å⁻¹. Its HOMO energy is -0.32125 Ha. The HOMO-LUMO gap comes out at 8.579 eV. The total energy comes out at -1545.21186 Eh.

Atomic partial charges in e from the natural (NBO) method, atoms 1 to 4:
1. N -0.8939
2. C -0.0958
3. C -0.5788
4. S -0.0503



Formula: C20H45N14O15
Source: the Open Molecules 2025 dataset
Level of theory: wB97M-V/def2-TZVPD

The geometry in ORCA input format:
```
! wB97M-V def2-TZVPD RIJCOSX def2/J DEFGRID3
* xyz 1 1
C -5.33 0.20 2.72
C -4.11 -0.76 2.56
O -3.39 -0.56 1.33
C -3.75 -1.40 0.28
C -2.91 -2.70 0.15
C -1.65 -2.78 1.07
N -2.00 -2.93 2.50
N -0.66 -1.74 0.88
N -0.98 -4.05 0.68
N -5.23 -1.81 0.35
C -5.61 -2.44 -0.85
N -5.99 -3.71 -0.75
N -5.64 -1.75 -2.07
C -4.22 -1.26 -2.26
C -3.68 -0.51 -1.03
C -2.28 0.12 -1.26
C -1.40 -0.57 -2.11
C -0.13 -0.03 -2.40
C 0.14 1.18 -1.73
C -0.83 1.72 -0.88
N -2.07 1.28 -0.60
H -6.26 -0.37 2.53
H -5.25 1.01 1.97
H -5.32 0.58 3.75
H -4.36 -1.81 2.78
H -3.41 -0.46 3.36
H -2.56 -2.86 -0.88
H -3.52 -3.60 0.38
H -1.91 -2.03 2.97
H -1.35 -3.58 2.92
H -1.00 -0.82 1.11
H -0.18 -1.78 -0.01
H -1.53 -4.78 1.13
H -0.07 -4.05 1.13
H -5.71 -0.90 0.30
H -5.61 -4.46 -1.33
H -6.74 -3.92 -0.10
H -6.30 -0.97 -2.00
H -4.23 -0.63 -3.17
H -3.64 -2.15 -2.52
H -4.39 0.32 -0.83
H -1.69 -1.52 -2.56
H 0.61 -0.49 -3.06
H 1.10 1.70 -1.86
H -0.55 2.65 -0.36
C 0.54 1.85 2.38
N 2.00 1.81 2.12
O 2.71 1.21 2.90
O 2.39 2.38 1.12
H 0.32 1.31 3.30
H 0.26 2.90 2.48
H 0.05 1.39 1.53
C 3.63 3.59 -4.46
N 2.54 3.10 -3.58
O 1.77 3.91 -3.11
O 2.49 1.89 -3.38
H 3.55 4.67 -4.54
H 4.58 3.31 -4.00
H 3.50 3.12 -5.43
C 4.20 -0.78 -0.93
N 3.28 -1.92 -1.19
O 2.26 -1.98 -0.52
O 3.62 -2.71 -2.04
H 3.77 -0.16 -0.14
H 5.16 -1.19 -0.62
H 4.30 -0.22 -1.85
C 5.65 0.70 -6.86
N 5.94 1.83 -5.93
O 5.80 2.96 -6.36
O 6.29 1.54 -4.81
H 5.35 1.11 -7.82
H 6.56 0.12 -6.95
H 4.85 0.11 -6.42
C 7.75 2.50 -0.89
N 7.51 3.39 -2.06
O 8.47 3.96 -2.54
O 6.37 3.48 -2.46
H 8.80 2.51 -0.65
H 7.15 2.89 -0.06
H 7.42 1.50 -1.17
C 3.95 -1.49 4.06
N 4.69 -2.53 3.30
O 4.93 -2.31 2.12
O 5.01 -3.54 3.90
H 3.73 -0.67 3.40
H 3.03 -1.95 4.42
H 4.58 -1.18 4.88
C -7.03 2.59 6.97
N -5.80 2.13 6.26
O -5.69 0.95 6.02
O -4.98 2.98 5.98
H -7.66 1.73 7.15
H -6.72 3.05 7.90
H -7.53 3.31 6.32
*
```

The value obtained for the energy relative to the best compared isomer or geometry (same formula, charge and spin) is 0.0 kcal/mol. The LUMO energy is -4.98 eV. The maximum force comes out at 2.61 eV Å⁻¹. Its HOMO energy is -0.42026 Ha. The HOMO-LUMO gap comes out at 6.459 eV. The total energy comes out at -2683.29664 Eh.

Atomic partial charges in e from the Mulliken method, atoms 1 to 4:
1. C -0.9614
2. C -0.4004
3. O 0.1248
4. C 0.1678